Formula: C6H5NO
Source: the OMol25 dataset
Level of theory: wB97M-V/def2-TZVPD

Calculated values
structure (SMILES)	N#CC1(O)C=CC=C1
LUMO level	-0.0118	hartree
spin multiplicity	1
molar mass	107.11	g/mol
HOMO	-0.32582	Ha

Positions of all 13 atoms, in Å:
N 0.266 0.629 -2.388
C 0.129 0.118 -1.337
C -0.470 -0.439 -0.081
O -1.547 -1.134 -0.427
C 0.639 -1.147 0.689
C 1.267 0.012 1.370
C 0.538 1.261 1.352
C -0.500 0.946 0.534
H -1.967 -1.330 0.512
H 0.924 -2.305 0.675
H 2.328 -0.140 1.750
H 0.780 2.201 1.895
H -1.156 1.733 0.144

***

Formula: C4H2N2OS
Source: the OMol25 dataset
Level of theory: wB97M-V/def2-TZVPD

Calculated values
LUMO level (spin up / spin down)	-0.0022 / -0.0023	hartree
spin multiplicity	1
molar mass	126.14	g/mol
HOMO (spin up / spin down)	-0.31169 / -0.31172	Ha

Positions of all 10 atoms, in Å:
C 1.970 -0.913 -0.059
C -1.726 1.181 -0.010
C 0.115 -0.426 -0.036
C 0.406 0.934 0.073
N -0.634 1.792 0.027
N 1.725 1.297 0.181
O 2.493 0.223 0.007
S -1.580 -0.668 0.118
H 2.370 -1.741 -0.517
H -2.662 1.577 -0.113

***

Formula: C4H7NO2S
Source: the OMol25 dataset
Level of theory: wB97M-V/def2-TZVPD

Calculated values
structure (SMILES)	S=C1CCOCON1
LUMO level	0.0192	hartree
spin multiplicity	1
molar mass	133.17	g/mol
HOMO	-0.31219	Ha

Positions of all 15 atoms, in Å:
S -3.039 -0.144 0.036
C -1.386 -0.196 -0.061
C -0.552 1.109 0.329
C 0.686 1.080 -0.672
O 1.800 0.253 0.058
C 1.264 -0.894 0.575
O 0.534 -1.442 -0.442
N -0.725 -1.281 -0.308
H -1.406 1.881 0.086
H 0.072 1.100 1.412
H 0.197 0.741 -1.737
H 1.257 2.021 -0.902
H 0.494 -0.515 1.360
H 2.156 -1.541 0.838
H -1.350 -2.170 -0.572

***

Formula: C45H63BBr3ClN2O46P2S11
Source: the OMol25 dataset
Level of theory: wB97M-V/def2-TZVPD

Calculated values
structure (SMILES)	C[C@H](Br)[C@H](Br)c1c(Cl)c(CCCS)c(PP(=O)(O)O)c2c1C(=O)c1cc(-c3ccncc3)c(Br)c(B(N)O)c1C2=O.O=S1(=O)OCCO1.O=S1(=O)OCCO1.O=S1(=O)OCCO1.O=S1(=O)OCCO1.O=S1(=O)OCCO1.O=S1(=O)OCCO1.O=S1(=O)OCCO1.O=S1(=O)OCCO1.O=S1(=O)OCCO1.O=S1(=O)OCCO1
LUMO level	-0.0582	hartree
spin multiplicity	1
molar mass	2068.63	g/mol
HOMO	-0.33500	Ha

Positions of all 174 atoms, in Å:
C 6.236 6.095 -1.483
C 6.761 4.579 -1.535
Br 5.729 3.683 -2.956
C 6.426 3.915 -0.131
Br 7.554 4.673 1.342
C 6.597 2.368 -0.099
C 7.904 1.736 -0.428
Cl 9.373 2.710 -0.831
C 8.107 0.261 -0.452
C 9.485 -0.375 -0.797
C 9.575 -1.001 -2.254
C 8.783 -0.200 -3.372
S 7.333 -1.253 -3.907
C 6.947 -0.614 -0.113
P 7.246 -2.453 -0.182
P 7.555 -3.257 1.829
O 7.514 -2.131 2.806
O 9.023 -4.051 1.781
O 6.330 -4.385 2.101
C 5.637 -0.019 0.251
C 5.476 1.463 0.256
C 4.066 1.979 0.666
O 3.848 2.987 1.311
C 2.813 1.116 0.264
C 1.514 1.733 -0.056
C 0.330 0.890 -0.391
C -1.010 1.586 -0.673
C -1.222 2.505 -1.806
C -2.521 3.122 -1.995
N -3.674 3.043 -1.253
C -3.425 2.175 -0.214
C -2.234 1.427 0.137
C 0.503 -0.573 -0.404
Br -1.081 -1.669 -0.827
C 1.833 -1.190 -0.078
B 1.918 -2.805 -0.086
N 1.536 -3.554 -1.297
O 2.349 -3.550 1.023
C 3.005 -0.369 0.264
C 4.401 -0.906 0.657
O 4.609 -1.927 1.277
H 6.359 6.545 -0.456
H 5.199 6.200 -1.887
H 6.942 6.683 -2.145
H 7.854 4.649 -1.749
H 5.382 4.256 0.121
H 10.363 0.305 -0.663
H 9.644 -1.228 -0.068
H 9.311 -2.093 -2.197
H 10.669 -0.972 -2.549
H 9.457 -0.161 -4.278
H 8.473 0.832 -3.074
H 7.825 -2.532 -3.709
H 6.013 -3.008 -0.647
H 9.526 -3.828 2.592
H 6.134 -4.800 1.234
H 1.366 2.843 -0.033
H -0.387 2.722 -2.515
H -2.614 3.782 -2.904
H -4.306 2.027 0.471
H -2.239 0.737 1.015
H 1.770 -4.542 -1.183
H 2.048 -3.122 -2.070
H 2.500 -2.957 1.788
O -2.255 -8.158 0.204
S -1.946 -7.154 1.166
O -2.707 -6.966 2.355
O -1.824 -5.740 0.402
C -0.515 -5.188 0.622
C 0.390 -6.383 0.825
O -0.393 -7.311 1.578
H -0.553 -4.565 1.520
H -0.211 -4.581 -0.227
H 1.303 -6.126 1.360
H 0.647 -6.853 -0.129
O -4.195 1.742 -7.107
S -4.372 2.208 -5.770
O -3.284 2.398 -4.873
O -5.471 1.270 -5.053
C -6.568 2.072 -4.599
C -6.615 3.250 -5.550
O -5.242 3.564 -5.813
H -6.355 2.396 -3.577
H -7.492 1.496 -4.609
H -7.131 4.106 -5.123
H -7.086 2.976 -6.498
O 0.308 -2.655 -6.253
S -0.897 -2.912 -6.968
O -1.099 -4.096 -7.730
O -1.211 -1.632 -7.902
C -2.495 -1.095 -7.568
C -2.698 -1.435 -6.104
O -2.140 -2.743 -5.950
H -3.244 -1.585 -8.196
H -2.519 -0.022 -7.749
H -3.748 -1.428 -5.817
H -2.140 -0.751 -5.459
O -5.283 3.518 1.834
S -4.965 4.514 2.799
O -5.718 4.700 3.990
O -4.844 5.933 2.034
C -3.542 6.482 2.243
C -2.632 5.284 2.439
O -3.407 4.355 3.198
H -3.574 7.106 3.140
H -3.244 7.091 1.390
H -1.714 5.540 2.966
H -2.383 4.815 1.482
O -0.060 -5.084 4.997
S 1.138 -4.556 4.435
O 1.141 -3.459 3.523
O 1.970 -5.777 3.778
C 3.264 -5.856 4.380
C 3.081 -5.306 5.782
O 2.158 -4.220 5.636
H 3.950 -5.235 3.797
H 3.622 -6.885 4.382
H 4.016 -4.959 6.218
H 2.626 -6.049 6.442
O -7.802 5.199 -3.194
S -8.589 6.087 -3.983
O -9.339 5.649 -5.112
O -7.655 7.324 -4.431
C -8.225 8.552 -3.965
C -8.993 8.181 -2.711
O -9.573 6.905 -3.001
H -8.895 8.933 -4.740
H -7.446 9.283 -3.769
H -9.764 8.908 -2.465
H -8.321 8.061 -1.857
O 3.339 -2.757 8.327
S 2.516 -1.889 7.551
O 1.757 -2.347 6.444
O 3.413 -0.628 7.083
C 2.824 0.585 7.557
C 2.090 0.200 8.828
O 1.532 -1.087 8.554
H 2.132 0.948 6.793
H 3.592 1.336 7.735
H 1.307 0.910 9.087
H 2.781 0.098 9.668
O -7.808 12.815 -5.597
S -6.834 11.901 -5.112
O -6.831 11.415 -3.773
O -5.372 12.496 -5.448
C -4.646 11.565 -6.256
C -5.705 10.807 -7.035
O -6.784 10.633 -6.113
H -4.090 10.898 -5.593
H -3.950 12.090 -6.909
H -5.347 9.844 -7.395
H -6.073 11.396 -7.880
O -6.349 -3.257 6.147
S -5.360 -4.161 6.628
O -5.346 -4.640 7.968
O -3.906 -3.549 6.278
C -3.176 -4.475 5.467
C -4.229 -5.248 4.703
O -5.302 -5.432 5.632
H -2.606 -5.132 6.127
H -2.492 -3.947 4.805
H -3.862 -6.206 4.344
H -4.609 -4.665 3.860
O 1.990 -11.702 2.697
S 0.994 -11.789 3.711
O 1.253 -12.345 4.995
O -0.303 -12.518 3.081
C -1.440 -11.657 3.192
C -0.876 -10.250 3.164
O 0.341 -10.326 3.912
H -1.934 -11.866 4.144
H -2.137 -11.838 2.375
H -1.553 -9.520 3.605
H -0.627 -9.944 2.144

***

Formula: C4H8O2
Source: the OMol25 dataset
Level of theory: wB97M-V/def2-TZVPD

Calculated values
structure (SMILES)	CO[C@H]1C[C@H]1O
LUMO level	0.0370	hartree
spin multiplicity	1
molar mass	88.11	g/mol
HOMO	-0.34516	Ha

Positions of all 14 atoms, in Å:
C -1.703 1.027 0.808
O -0.430 0.480 1.069
C -0.147 -0.532 0.169
C 0.464 -0.191 -1.167
C 1.267 -0.911 -0.111
O 2.292 -0.227 0.534
H -1.930 1.728 1.614
H -1.724 1.552 -0.160
H -2.471 0.238 0.790
H -0.865 -1.356 0.186
H 0.143 -0.692 -2.075
H 0.726 0.859 -1.274
H 1.438 -1.982 -0.241
H 2.940 0.005 -0.141

***

Formula: C11H28FN4O7P2S
Source: the OMol25 dataset
Level of theory: wB97M-V/def2-TZVPD

Calculated values
LUMO level	-0.1199	hartree
net charge	+1
spin multiplicity	1
molar mass	441.38	g/mol
HOMO	-0.45875	Ha

Positions of all 54 atoms, in Å:
C -1.384 1.707 -4.879
C 0.141 1.635 -4.833
C 0.683 1.631 -3.433
F 2.057 1.528 -3.455
N 0.174 0.490 -2.646
C 0.964 0.229 -1.514
N 0.798 0.944 -0.441
O -0.161 1.909 -0.373
C 0.431 3.223 -0.227
C -0.518 4.288 -0.791
C -1.927 3.750 -1.054
O -0.579 5.327 0.161
N 1.892 -0.774 -1.574
P 1.674 -1.778 -3.072
O 2.625 -2.884 -3.049
P 1.812 -1.928 -0.229
N 0.626 -2.878 -0.423
O 3.225 -2.608 -0.267
O 1.796 -1.003 1.062
H -1.849 0.757 -4.630
H -1.674 1.936 -5.900
H -1.758 2.520 -4.260
H 0.535 0.807 -5.418
H 0.526 2.537 -5.307
H 0.465 2.595 -2.967
H -0.779 0.686 -2.353
H 1.338 0.773 0.401
H 0.641 3.448 0.814
H 1.355 3.243 -0.801
H -0.154 4.631 -1.761
H -2.348 3.272 -0.176
H -1.961 3.084 -1.915
H -2.572 4.590 -1.304
H -0.701 6.154 -0.304
H 0.345 -2.193 -3.060
H 1.850 -0.883 -4.127
H -0.003 -2.827 0.367
H 3.890 -2.031 0.130
H 1.398 -1.471 1.837
C -0.713 -2.350 5.953
C -2.045 -2.701 5.274
C -1.756 -2.918 3.782
S -0.055 -3.490 3.690
O 0.736 -2.484 2.992
O -0.013 -4.857 3.268
C 0.302 -3.365 5.434
H -0.788 -2.386 7.037
H -0.408 -1.340 5.670
H -2.446 -3.618 5.707
H -2.789 -1.920 5.416
H -2.395 -3.674 3.334
H -1.829 -1.990 3.217
H 1.338 -3.064 5.573
H 0.138 -4.352 5.864

***

Formula: C43H49BeN3P2Se2
Source: the OMol25 dataset
Level of theory: wB97M-V/def2-TZVPD

Calculated values
LUMO level	0.0168	hartree
spin multiplicity	1
molar mass	836.77	g/mol
HOMO	-0.29185	Ha

Positions of all 100 atoms, in Å:
Be -0.646 -0.421 1.963
C -2.261 -1.109 2.714
C -2.561 0.111 2.055
C -1.669 1.107 2.600
C -0.922 0.460 3.625
C -1.257 -0.910 3.696
C -0.714 -1.973 4.631
C -1.874 -2.490 5.492
C -0.127 -3.136 3.822
C 0.364 -1.397 5.548
C -1.383 2.566 2.214
C -0.735 2.639 0.821
C -0.368 3.179 3.191
C -2.634 3.449 2.291
C -3.781 0.208 1.129
C -4.249 -1.191 0.697
C -3.580 1.019 -0.155
C -4.925 0.814 1.961
H -2.719 -2.058 2.491
H -0.129 0.916 4.190
H -2.651 -2.945 4.876
H -2.328 -1.677 6.062
H -1.514 -3.244 6.196
H -0.874 -3.559 3.146
H 0.209 -3.931 4.491
H 0.727 -2.802 3.227
H -0.033 -0.583 6.159
H 1.212 -1.018 4.977
H 0.736 -2.174 6.218
H 0.267 2.207 0.868
H -0.629 3.681 0.505
H -1.297 2.105 0.058
H 0.586 2.649 3.168
H -0.747 3.186 4.215
H -0.178 4.213 2.896
H -3.388 3.198 1.551
H -2.348 4.490 2.126
H -3.092 3.378 3.280
H -3.456 -1.736 0.187
H -5.091 -1.081 0.011
H -4.602 -1.776 1.547
H -2.808 0.571 -0.781
H -3.321 2.058 0.026
H -4.516 1.012 -0.719
H -5.114 0.198 2.842
H -5.840 0.842 1.363
H -4.709 1.824 2.301
Se 3.270 -0.579 -3.522
P 1.184 -0.671 -3.356
C 0.328 0.821 -3.960
C -1.049 0.973 -3.781
C -1.677 2.128 -4.218
C -0.941 3.132 -4.836
C 0.424 2.978 -5.022
C 1.060 1.823 -4.583
C 0.452 -2.063 -4.247
C -0.212 -1.885 -5.452
C -0.695 -2.988 -6.145
C -0.514 -4.263 -5.633
C 0.157 -4.441 -4.428
C 0.643 -3.346 -3.738
C 0.504 -0.869 -1.689
C 0.905 -0.536 -0.401
N -0.175 -0.778 0.384
N -1.160 -1.252 -0.374
N -0.773 -1.319 -1.609
P 2.450 -0.028 0.376
Se 2.198 -0.064 2.477
C 3.683 -1.237 -0.144
C 3.330 -2.581 -0.074
C 4.253 -3.555 -0.415
C 5.534 -3.190 -0.807
C 5.890 -1.850 -0.858
C 4.965 -0.871 -0.532
C 2.883 1.618 -0.223
C 2.144 2.254 -1.213
C 2.481 3.538 -1.614
C 3.558 4.188 -1.031
C 4.288 3.562 -0.028
C 3.944 2.286 0.386
H -1.621 0.190 -3.300
H -2.743 2.245 -4.074
H -1.435 4.034 -5.174
H 0.999 3.756 -5.508
H 2.129 1.694 -4.707
H -0.357 -0.890 -5.854
H -1.215 -2.848 -7.083
H -0.894 -5.121 -6.172
H 0.301 -5.437 -4.029
H 1.174 -3.482 -2.803
H 2.333 -2.867 0.243
H 3.974 -4.600 -0.374
H 6.255 -3.951 -1.075
H 6.886 -1.565 -1.171
H 5.234 0.173 -0.618
H 1.293 1.765 -1.666
H 1.896 4.023 -2.385
H 3.822 5.189 -1.346
H 5.118 4.074 0.440
H 4.486 1.814 1.197

***

Formula: C9H13N4
Source: the OMol25 dataset
Level of theory: wB97M-V/def2-TZVPD

Calculated values
structure (SMILES)	N/C(=C/C=[NH2+])N(N)c1ccccc1
LUMO level	-0.1068	hartree
net charge	+1
spin multiplicity	1
molar mass	177.23	g/mol
HOMO	-0.44780	Ha

Positions of all 26 atoms, in Å:
N -2.143 -0.039 0.605
C -0.935 0.464 0.938
C -0.915 0.843 2.320
C -0.226 1.765 3.047
N -0.390 2.076 4.314
N 0.049 0.348 0.040
N 1.294 0.962 0.232
C 0.194 -0.516 -1.232
C 0.162 -0.015 -2.493
C 0.555 -0.673 -3.662
C 1.019 -1.909 -3.455
C 1.018 -2.507 -2.225
C 0.588 -1.849 -1.055
H -2.874 0.073 1.254
H -2.243 -0.519 -0.230
H -1.837 0.580 2.804
H 0.576 2.349 2.556
H -1.218 1.727 4.827
H 0.193 2.836 4.611
H 1.891 0.581 -0.525
H 1.517 0.929 1.211
H -0.225 1.048 -2.742
H 0.429 -0.231 -4.603
H 1.350 -2.480 -4.268
H 1.402 -3.523 -2.181
H 0.768 -2.321 -0.089